1.
Density functional theory data (wB97M-V/def2-TZVPD) for the ion CH5NO3P with charge -1 at a distorted geometry.

Total charge: -1
Structure (SMILES): C[P@@]([O-])(O)=NO
LUMO in eV: 4.07
Relative energy (zero: lowest compared OMol25 entry of this formula, charge and spin) in kcal per mole: 67.5

Atoms and positions in Å:
C: -0.69 0.62 0.38
N: 1.89 -0.81 -0.43
O: -0.79 -1.92 -0.57
O: 2.10 -1.86 0.56
O: -0.02 0.25 -2.03
P: 0.28 -0.55 -0.62
H: -1.72 0.58 0.02
H: -0.64 0.40 1.45
H: -0.52 1.64 0.44
H: 1.22 -2.21 0.81
H: 0.33 -0.32 -2.69


2.
Density functional theory data (wB97M-V/def2-TZVPD) for an isolated molecule of C3H4OS at a distorted geometry.

Total charge: 0
LUMO in eV: 0.41
Relative energy (zero: lowest compared OMol25 entry of this formula, charge and spin) in kcal per mole: 71.8

Atoms and positions in Å:
C: -0.26 -0.18 0.18
C: -1.12 -1.17 0.09
C: 0.16 1.20 -0.08
O: 2.40 -0.35 -0.75
S: 1.53 0.14 0.46
H: -1.02 -2.20 0.58
H: -2.16 -1.16 -0.10
H: 0.42 1.73 -1.03
H: 0.05 2.00 0.66


3.
Density functional theory data (wB97M-V/def2-TZVPD) for a cluster of 5 separate species, C15H23Cl12F5IN2OS in total.

Total charge: +1
LUMO in eV: -3.42

Atoms and positions in Å:
C: 2.56 -1.56 1.93
C: 1.50 -1.53 0.82
I: 1.10 -3.55 0.22
C: 0.27 -0.75 1.27
C: -0.86 -0.71 0.23
C: -0.95 0.63 -0.53
O: -2.26 1.00 -0.90
C: -3.31 0.98 0.04
C: -3.05 0.11 1.31
C: -2.40 0.88 2.48
C: -1.72 2.26 2.23
N: -0.35 2.38 2.74
C: -4.48 -0.38 1.71
F: -5.25 0.72 1.68
F: -4.94 -1.22 0.76
C: -4.75 -1.07 3.13
F: -3.62 -1.18 3.85
F: -5.26 -2.27 2.96
F: -5.60 -0.33 3.82
N: -2.25 -1.07 0.74
S: -2.27 -2.55 1.76
H: 2.08 -1.79 2.88
H: 3.31 -2.33 1.75
H: 3.08 -0.61 2.03
H: 1.92 -1.04 -0.06
H: 0.62 0.28 1.39
H: -0.05 -1.11 2.25
H: -0.64 -1.50 -0.50
H: -0.41 0.51 -1.47
H: -0.43 1.42 0.02
H: -3.56 1.99 0.36
H: -4.18 0.59 -0.49
H: -3.21 1.06 3.19
H: -1.71 0.22 3.02
H: -1.73 2.56 1.19
H: -2.33 3.00 2.76
H: -0.07 1.59 3.31
H: 0.32 2.50 2.00
H: -2.78 -1.32 -0.10
H: -2.06 -3.35 0.71
C: 3.59 -5.04 -2.59
Cl: 2.06 -4.55 -3.34
Cl: 4.37 -3.66 -1.79
Cl: 3.31 -6.33 -1.42
H: 4.25 -5.40 -3.37
C: 2.92 3.19 0.19
Cl: 2.77 1.54 0.83
Cl: 4.05 3.21 -1.13
Cl: 1.33 3.80 -0.30
H: 3.28 3.83 0.99
C: 3.01 3.89 -5.21
Cl: 2.85 3.07 -6.75
Cl: 1.98 3.14 -3.98
Cl: 4.69 3.93 -4.68
H: 2.68 4.92 -5.33
C: 2.51 -0.71 -3.74
Cl: 2.52 -0.19 -2.04
Cl: 1.14 0.01 -4.59
Cl: 4.03 -0.31 -4.52
H: 2.39 -1.78 -3.75


4.
Density functional theory data (wB97M-V/def2-TZVPD) for a cluster of 2 separate species, C4H6O2 in total.

Total charge: 0
Structure (SMILES): O=C=C1COC1.[H][H]
LUMO in eV: 0.51
Relative energy (zero: lowest compared OMol25 entry of this formula, charge and spin) in kcal per mole: 85.0

Atoms and positions in Å:
O: 2.70 -0.29 0.85
C: 1.59 -0.02 0.60
C: 0.35 0.27 0.32
C: -1.00 -0.39 0.47
O: -1.64 0.77 -0.08
C: -0.39 1.46 -0.25
H: 0.65 -2.66 -1.65
H: 0.86 -1.98 -1.44
H: -1.17 -1.28 -0.14
H: -1.32 -0.58 1.50
H: -0.34 2.38 0.35
H: -0.19 1.70 -1.30


5.
Density functional theory data (wB97M-V/def2-TZVPD) for a structure of composition C32H30ClCsN2O4PSb at a distorted geometry.

Total charge: 0
LUMO in eV: -0.22
Relative energy (zero: lowest compared OMol25 entry of this formula, charge and spin) in kcal per mole: 27.3

Atoms and positions in Å:
Cs: -0.14 0.34 -0.49
O: 3.48 0.18 4.68
C: 4.30 -0.46 3.87
O: 5.27 -1.06 4.29
C: 4.02 -0.38 2.41
C: 4.91 -0.70 1.39
Cl: 6.46 -1.37 1.55
N: 4.30 -0.44 0.20
N: 3.04 -0.01 0.42
C: 2.85 0.04 1.72
C: 1.51 0.47 2.30
O: 1.57 1.20 3.30
O: 0.50 0.07 1.71
C: 4.79 -0.45 -1.11
C: 3.87 -0.51 -2.16
C: 4.30 -0.43 -3.48
C: 5.65 -0.30 -3.76
C: 6.56 -0.26 -2.72
C: 6.14 -0.31 -1.40
H: 2.71 0.64 4.21
H: 2.82 -0.62 -1.94
H: 3.58 -0.48 -4.28
H: 5.99 -0.26 -4.79
H: 7.62 -0.17 -2.93
H: 6.86 -0.24 -0.61
C: -7.91 2.06 1.82
C: -7.62 2.06 0.46
C: -6.41 1.57 0.01
C: -5.47 1.08 0.90
C: -5.76 1.09 2.26
C: -6.97 1.58 2.71
Sb: -3.56 0.27 0.26
C: -4.20 -1.73 0.77
C: -3.30 -2.59 1.38
C: -3.71 -3.83 1.84
C: -5.04 -4.21 1.71
C: -5.94 -3.36 1.10
C: -5.52 -2.12 0.64
C: -4.11 0.31 -1.83
C: -3.86 1.47 -2.55
C: -4.22 1.57 -3.88
C: -4.85 0.51 -4.51
C: -5.10 -0.66 -3.80
C: -4.73 -0.75 -2.47
H: -8.86 2.45 2.17
H: -8.35 2.43 -0.24
H: -6.20 1.57 -1.05
H: -5.03 0.71 2.97
H: -7.19 1.58 3.77
H: -2.26 -2.30 1.50
H: -3.01 -4.49 2.33
H: -5.37 -5.16 2.11
H: -6.97 -3.65 0.99
H: -6.24 -1.45 0.18
H: -3.38 2.32 -2.06
H: -4.03 2.48 -4.43
H: -5.14 0.59 -5.55
H: -5.59 -1.49 -4.29
H: -4.93 -1.67 -1.93
C: -0.74 5.04 -0.68
P: 0.00 3.50 0.03
C: 1.78 3.92 -0.21
C: -0.13 3.93 1.81
H: -0.26 5.92 -0.25
H: -1.80 5.06 -0.45
H: -0.61 5.04 -1.76
H: 1.98 4.93 0.14
H: 2.04 3.83 -1.26
H: 2.37 3.21 0.36
H: 0.27 4.92 1.98
H: 0.43 3.19 2.39
H: -1.17 3.89 2.12


6.
Density functional theory data (wB97M-V/def2-TZVPD) for the ion C7H18NO4S with charge +1 at a distorted geometry.

Total charge: +1
Structure (SMILES): CCOC[NH2+]CCCCS(=O)(=O)O
LUMO in eV: -3.14

Atoms and positions in Å:
C: -2.81 1.79 0.90
C: -2.70 1.92 -0.66
O: -1.64 1.08 -1.14
C: -2.04 -0.24 -1.20
N: -0.84 -1.11 -1.09
C: -0.15 -1.03 0.24
C: 1.11 -1.95 0.16
C: 2.19 -1.65 1.23
C: 2.67 -0.18 1.28
S: 2.87 0.59 -0.37
O: 3.99 1.55 -0.25
O: 3.17 -0.40 -1.43
O: 1.53 1.50 -0.72
H: -3.42 0.89 1.10
H: -3.31 2.65 1.35
H: -1.78 1.69 1.27
H: -2.42 2.95 -0.92
H: -3.67 1.71 -1.16
H: -2.76 -0.54 -0.42
H: -2.53 -0.46 -2.17
H: -0.19 -0.83 -1.84
H: -1.14 -2.06 -1.30
H: 0.09 0.01 0.50
H: -0.87 -1.38 1.00
H: 0.76 -2.98 0.35
H: 1.48 -1.93 -0.87
H: 1.77 -1.89 2.22
H: 3.01 -2.37 1.09
H: 3.69 -0.18 1.71
H: 2.08 0.45 1.96
H: 1.87 2.40 -0.80


> Which of these has the highest LUMO?

CH5NO3P


> total charge of number 3 (C15H23Cl12F5IN2OS)?

+1


> Which value of total charge does entry 6 give?

+1